# 1
127
Properties=species:S:1:pos:R:3 method="wB97M-V/def2-TZVPD" largest_force_ha_per_bohr=0.040 homo_ha=-0.44266 total_charge=+2 e_lumo_ev=-4.51
Zr -0.328 -2.173 -1.524
O 1.267 -2.615 -2.559
C 2.371 -3.330 -2.421
C 3.370 -3.235 -3.398
C 4.552 -3.932 -3.283
C 4.789 -4.734 -2.165
C 3.821 -4.856 -1.199
C 2.587 -4.192 -1.313
C 1.570 -4.398 -0.320
N 0.378 -3.913 -0.432
N -0.484 -4.059 0.648
C -1.648 -3.511 0.435
O -1.994 -3.024 -0.738
C -2.597 -3.382 1.558
C -3.576 -2.389 1.487
C -4.430 -2.168 2.553
C -4.325 -2.946 3.697
C -3.374 -3.956 3.760
C -2.505 -4.171 2.704
H 3.188 -2.586 -4.245
H 5.291 -3.858 -4.069
H 5.726 -5.265 -2.078
H 4.000 -5.486 -0.336
H 1.814 -4.993 0.560
H -3.638 -1.787 0.589
H -5.164 -1.374 2.506
H -4.988 -2.764 4.532
H -3.301 -4.568 4.649
H -1.759 -4.951 2.748
C -3.727 8.037 0.811
C -2.961 6.761 0.625
C -2.603 6.321 -0.646
C -1.893 5.142 -0.809
C -1.526 4.398 0.304
C -1.886 4.806 1.578
C -2.598 5.982 1.726
S -0.668 2.865 -0.093
O -1.308 1.766 0.686
C 0.963 3.251 0.574
C 1.630 4.156 -0.281
C 2.951 4.430 -0.110
C 3.683 3.791 0.917
C 5.077 3.979 1.046
C 5.783 3.327 2.016
C 5.119 2.469 2.912
C 3.771 2.265 2.813
C 3.014 2.909 1.805
C 1.620 2.637 1.619
C 0.978 1.638 2.528
C 0.643 1.996 3.863
C 0.842 3.308 4.357
C 0.540 3.616 5.654
C 0.018 2.637 6.520
C -0.209 1.371 6.063
C 0.092 1.015 4.728
C -0.170 -0.283 4.243
C 0.137 -0.623 2.961
C 0.748 0.326 2.123
S 1.150 -0.171 0.444
O 0.146 -1.313 0.191
C 2.666 -1.065 0.745
C 2.731 -2.147 1.612
C 3.946 -2.776 1.817
C 5.096 -2.357 1.149
C 6.424 -3.007 1.387
C 4.999 -1.287 0.259
C 3.796 -0.637 0.060
H -3.949 8.504 -0.146
H -3.158 8.746 1.412
H -4.667 7.851 1.331
H -2.883 6.904 -1.514
H -1.621 4.791 -1.798
H -1.620 4.203 2.438
H -2.880 6.307 2.719
H 1.063 4.617 -1.082
H 3.457 5.124 -0.769
H 5.576 4.644 0.353
H 6.852 3.463 2.099
H 5.682 1.969 3.688
H 3.270 1.602 3.506
H 1.243 4.060 3.691
H 0.710 4.618 6.024
H -0.203 2.897 7.546
H -0.617 0.615 6.720
H -0.624 -1.011 4.901
H -0.098 -1.601 2.560
H 1.843 -2.490 2.127
H 4.009 -3.600 2.517
H 6.337 -3.859 2.056
H 7.109 -2.285 1.833
H 6.867 -3.342 0.449
H 5.885 -0.946 -0.261
H 3.721 0.202 -0.621
N -1.817 -0.396 -1.656
C -2.759 -0.830 -2.699
C -3.624 0.305 -3.247
C -4.489 -0.031 -4.475
C -5.511 -1.164 -4.306
N -4.889 -2.493 -4.257
C -4.799 -3.300 -3.206
N -3.916 -4.297 -3.207
N -5.601 -3.146 -2.149
C -1.845 -1.513 -3.767
O -1.731 -1.066 -4.890
O -1.261 -2.578 -3.313
H -2.266 -0.156 -0.773
H -1.321 0.438 -1.965
H -3.372 -1.595 -2.231
H -2.957 1.121 -3.532
H -4.264 0.660 -2.434
H -3.832 -0.269 -5.310
H -5.050 0.868 -4.735
H -6.188 -1.152 -5.161
H -6.096 -0.999 -3.402
H -4.258 -2.678 -5.026
H -3.141 -4.273 -3.853
H -3.758 -4.809 -2.354
H -6.421 -2.568 -2.193
H -5.526 -3.775 -1.366
N 1.149 -0.794 -4.898
C 1.184 0.331 -4.200
N 1.329 1.502 -4.826
S 1.075 0.319 -2.497
H 1.094 -0.800 -5.904
H 0.978 -1.655 -4.396
H 1.474 1.569 -5.820
H 1.477 2.324 -4.267

---

# 2
130
Properties=species:S:1:pos:R:3 method="wB97M-V/def2-TZVPD" largest_force_ha_per_bohr=0.016 homo_ha=-0.26453 relative_energy_ev=1.440 e_lumo_ev=-0.26
Bi 0.653 0.911 -0.468
F -0.126 5.692 -6.163
C 0.021 4.564 -5.467
C 0.148 3.370 -6.170
F 0.119 3.374 -7.505
C 0.293 2.200 -5.468
F 0.394 1.046 -6.157
C 0.325 2.226 -4.071
P 0.385 0.651 -3.210
C -1.158 -0.171 -3.719
C -2.312 0.570 -3.464
C -3.558 0.071 -3.803
C -3.664 -1.167 -4.420
C -2.518 -1.892 -4.709
C -1.267 -1.400 -4.358
C 1.824 -0.270 -3.811
C 1.899 -1.659 -3.759
C 3.026 -2.320 -4.225
C 4.097 -1.593 -4.727
C 4.042 -0.204 -4.749
C 2.911 0.458 -4.294
C 0.193 3.402 -3.335
Br 0.944 3.838 -0.651
C 0.045 4.542 -4.089
F -0.098 5.754 -3.478
H -2.228 1.549 -3.009
H -4.446 0.649 -3.582
H -4.637 -1.559 -4.687
H -2.591 -2.845 -5.220
H -0.390 -1.971 -4.626
H 1.087 -2.235 -3.336
H 3.069 -3.401 -4.177
H 4.978 -2.106 -5.092
H 4.881 0.368 -5.123
H 2.872 1.540 -4.311
O 4.834 1.343 -0.143
C 3.895 0.751 -0.632
O 2.777 1.308 -1.030
C 3.964 -0.768 -0.845
P 2.362 -1.485 -0.392
C 2.372 -1.501 1.437
C 1.317 -2.161 2.071
C 1.239 -2.192 3.452
C 2.202 -1.543 4.218
C 3.235 -0.863 3.594
C 3.327 -0.843 2.206
C 2.408 -3.260 -0.776
C 3.608 -3.968 -0.787
C 3.608 -5.331 -1.047
C 2.412 -5.995 -1.288
C 1.214 -5.294 -1.271
C 1.212 -3.928 -1.020
H 4.803 -1.181 -0.290
H 4.113 -0.948 -1.912
H 0.550 -2.653 1.482
H 0.423 -2.724 3.929
H 2.146 -1.568 5.300
H 3.973 -0.334 4.184
H 4.136 -0.290 1.742
H 4.546 -3.460 -0.598
H 4.544 -5.875 -1.060
H 2.416 -7.059 -1.488
H 0.278 -5.803 -1.456
H 0.280 -3.376 -1.022
N -1.777 1.987 -0.455
C -2.908 2.162 -0.516
C -4.321 2.402 -0.579
C -5.195 1.570 0.116
C -6.556 1.809 0.025
C -7.031 2.857 -0.753
C -6.153 3.679 -1.447
C -4.788 3.457 -1.362
H -4.803 0.737 0.681
H -7.249 1.168 0.553
H -8.097 3.034 -0.823
H -6.529 4.492 -2.054
H -4.086 4.087 -1.892
C 2.608 6.682 0.685
Si 1.585 5.673 1.873
C 2.372 5.616 3.568
C -0.156 6.348 1.972
C 1.464 3.899 1.253
H 2.720 7.712 1.037
H 2.136 6.714 -0.301
H 3.607 6.256 0.561
H 2.585 6.617 3.954
H 3.312 5.058 3.533
H 1.719 5.107 4.283
H -0.174 7.362 2.379
H -0.785 5.719 2.609
H -0.609 6.379 0.976
H 0.687 3.364 1.796
H 2.404 3.350 1.352
C 0.732 0.198 7.474
C -0.654 -0.083 6.902
C -0.750 -1.504 6.356
C -1.088 0.933 5.848
N -0.198 1.015 4.695
C -0.421 0.660 3.428
N 0.613 1.023 2.709
N 1.467 1.638 3.563
N 0.988 1.650 4.752
H 0.923 -0.461 8.324
H 0.831 1.231 7.813
H 1.509 0.024 6.728
H -1.384 0.032 7.710
H -0.047 -1.642 5.527
H -1.754 -1.729 5.989
H -0.501 -2.234 7.128
H -1.175 1.934 6.267
H -2.061 0.647 5.448
H -1.295 0.146 3.056
C -2.267 -7.393 -0.004
C -2.219 -5.889 0.005
C -2.387 -5.160 -1.172
C -2.353 -3.775 -1.166
C -2.148 -3.102 0.032
C -1.990 -3.805 1.215
C -2.019 -5.193 1.193
S -2.084 -1.334 0.010
O -1.901 -0.903 1.388
O -3.299 -0.887 -0.624
O -0.862 -1.056 -0.806
H -2.170 -7.786 -1.016
H -3.214 -7.754 0.403
H -1.467 -7.817 0.605
H -2.546 -5.687 -2.107
H -2.484 -3.212 -2.084
H -1.832 -3.261 2.139
H -1.884 -5.745 2.118

---

# 3
121
Properties=species:S:1:pos:R:3 method="wB97M-V/def2-TZVPD" smiles=c1ccncc1.c1ccncc1.c1ccncc1.c1ccncc1.c1ccncc1.c1ccncc1.c1ccncc1.c1ccncc1.c1ccncc1.c1ccncc1.c1ccncc1 largest_force_ha_per_bohr=0.035 homo_ha=-0.34441 relative_energy_ev=0.000 e_lumo_ev=0.45
N 0.393 -0.655 -1.240
C -0.680 -1.210 -0.676
C -1.140 -0.876 0.598
C -0.363 -0.038 1.360
C 0.807 0.491 0.826
C 1.132 0.180 -0.486
H -1.242 -1.884 -1.309
H -2.043 -1.409 0.870
H -0.656 0.177 2.382
H 1.430 1.113 1.451
H 2.034 0.529 -0.972
N 1.565 -3.379 -3.841
C 1.445 -3.791 -5.100
C 2.013 -3.121 -6.183
C 2.660 -1.917 -5.954
C 2.780 -1.483 -4.646
C 2.258 -2.253 -3.619
H 0.862 -4.683 -5.294
H 2.037 -3.606 -7.150
H 3.085 -1.359 -6.777
H 3.290 -0.550 -4.436
H 2.227 -1.918 -2.591
N 3.853 5.253 0.106
C 4.704 4.469 0.769
C 4.389 3.211 1.281
C 3.137 2.671 1.026
C 2.223 3.480 0.347
C 2.612 4.758 -0.014
H 5.711 4.863 0.845
H 5.161 2.665 1.807
H 2.922 1.685 1.420
H 1.191 3.191 0.200
H 1.930 5.400 -0.561
N -3.715 -5.573 -3.831
C -2.681 -4.768 -4.105
C -1.822 -4.262 -3.144
C -2.041 -4.646 -1.824
C -3.059 -5.503 -1.495
C -3.857 -5.930 -2.554
H -2.516 -4.436 -5.125
H -0.987 -3.618 -3.383
H -1.309 -4.299 -1.100
H -3.288 -5.873 -0.507
H -4.700 -6.574 -2.326
N 3.765 -0.320 1.981
C 4.191 -0.582 3.213
C 5.123 -1.595 3.480
C 5.768 -2.234 2.438
C 5.423 -1.840 1.146
C 4.445 -0.888 0.978
H 3.787 -0.036 4.053
H 5.324 -1.862 4.509
H 6.490 -3.007 2.660
H 5.957 -2.226 0.288
H 4.153 -0.645 -0.038
N -0.594 3.202 2.537
C -0.936 3.310 1.253
C -0.943 4.495 0.523
C -0.658 5.648 1.228
C -0.330 5.587 2.587
C -0.253 4.316 3.169
H -1.252 2.376 0.806
H -1.103 4.492 -0.546
H -0.659 6.627 0.763
H -0.050 6.515 3.061
H 0.111 4.253 4.188
N -1.220 4.499 -3.242
C 0.068 4.871 -3.245
C 1.112 4.018 -2.944
C 0.821 2.701 -2.606
C -0.506 2.320 -2.549
C -1.479 3.250 -2.830
H 0.284 5.880 -3.576
H 2.154 4.263 -3.098
H 1.615 1.974 -2.491
H -0.810 1.331 -2.230
H -2.532 2.998 -2.773
N -2.102 -0.548 -3.514
C -0.979 -0.560 -4.212
C -0.873 -0.117 -5.533
C -1.996 0.452 -6.095
C -3.178 0.552 -5.357
C -3.177 0.015 -4.078
H -0.114 -0.982 -3.713
H 0.034 -0.280 -6.097
H -1.947 0.732 -7.141
H -4.063 0.982 -5.803
H -4.101 -0.010 -3.511
N 1.821 -1.898 5.042
C 0.800 -1.749 4.183
C -0.515 -1.902 4.551
C -0.777 -2.222 5.888
C 0.247 -2.392 6.811
C 1.539 -2.237 6.281
H 1.108 -1.508 3.171
H -1.365 -1.844 3.886
H -1.784 -2.304 6.282
H 0.069 -2.538 7.864
H 2.350 -2.348 6.999
N -0.322 2.579 7.792
C 0.921 2.239 8.077
C 1.762 1.572 7.178
C 1.313 1.351 5.909
C 0.002 1.712 5.584
C -0.734 2.411 6.515
H 1.308 2.505 9.055
H 2.740 1.208 7.469
H 1.971 0.960 5.142
H -0.299 1.641 4.545
H -1.748 2.692 6.258
N -6.551 -2.224 -0.018
C -5.270 -2.075 -0.387
C -4.810 -2.262 -1.662
C -5.733 -2.562 -2.668
C -7.064 -2.673 -2.317
C -7.421 -2.517 -0.974
H -4.565 -1.815 0.395
H -3.782 -2.201 -2.002
H -5.444 -2.711 -3.700
H -7.812 -2.823 -3.085
H -8.481 -2.515 -0.749

---

For the records above, the corresponding E values read -4259.22373; -7337.30671; -2731.05868 Eh.
For the records above, the corresponding M values read 1110.51; 1353.05; 870.12 g mol⁻¹.